One molecule with the formula C18H18N4O3 in a non-equilibrium geometry. Source: OMol25; level of theory: ωB97M-V/def2-TZVPD.

```
43
Properties=species:S:1:pos:R:3:forces:R:3:mulliken_charge:R:1
C -0.75395 -4.16484 4.34043 -0.026 -0.087 0.225 -0.86
H -0.02279 -4.94484 4.57579 -0.020 0.043 -0.005 0.35
O -0.54722 -3.63423 3.05375 0.160 0.179 -0.316 -0.38
C 0.63831 -3.01738 2.78845 0.139 0.060 0.003 0.27
C 0.76361 -2.51783 1.48994 -0.117 0.015 -0.202 0.03
C 1.92361 -1.87184 1.10069 0.031 -0.060 0.227 0.48
C 2.96963 -1.71935 2.01378 0.054 0.060 -0.111 -0.80
C 2.83631 -2.21465 3.29120 0.021 0.090 -0.230 -0.55
C 1.67903 -2.86560 3.69350 -0.347 -0.226 0.212 -0.65
H 1.60650 -3.24208 4.70061 -0.050 -0.050 0.084 0.40
H 3.64548 -2.09646 3.99602 0.073 0.016 0.050 0.36
H 3.86588 -1.21350 1.69463 0.123 0.067 -0.036 0.43
O 2.14179 -1.34982 -0.14204 0.115 0.013 0.083 -0.35
C 1.13208 -1.47721 -1.11501 -0.324 0.017 -0.340 -0.31
C 1.66757 -0.82266 -2.39463 0.331 -0.065 0.521 -0.90
O 0.71059 -0.80114 -3.42764 -0.263 -0.068 -0.110 -0.41
C -0.28379 0.12674 -3.40701 -0.245 0.183 -0.080 0.39
C -1.19563 0.04850 -4.46632 0.083 -0.012 0.093 -0.66
C -2.23869 0.94658 -4.56245 0.119 -0.174 -0.063 -0.54
C -2.39913 1.93857 -3.61109 0.161 0.200 0.397 -0.89
C -1.49925 2.02665 -2.55090 0.037 -0.621 -0.677 0.40
C -0.44112 1.11861 -2.45180 0.098 -0.077 -0.030 -0.09
H 0.22956 1.23162 -1.61660 0.121 -0.066 0.074 0.74
C -1.66692 3.05831 -1.54962 -0.161 0.743 0.676 -0.38
N -0.88150 3.12525 -0.54969 0.270 -0.867 -0.633 -0.50
N -1.01484 4.07800 0.39271 -0.231 0.817 0.696 0.30
C -1.81406 5.18824 0.50969 -0.028 -0.172 -0.257 0.04
N -1.55291 5.80728 1.61573 -0.752 0.681 -0.273 -0.47
N -0.58510 5.12790 2.26322 0.739 -0.337 0.678 -0.48
C -0.26187 4.10721 1.53793 -0.097 -0.155 -0.316 -0.06
H 0.47561 3.36876 1.77112 0.167 -0.222 -0.023 0.48
H -2.53689 5.50616 -0.21163 -0.141 0.016 -0.202 0.42
H -2.49710 3.75221 -1.70623 0.066 0.020 0.097 0.23
H -3.21707 2.63930 -3.68607 -0.086 0.090 0.007 0.36
H -2.93231 0.87287 -5.38612 -0.048 -0.019 -0.074 0.40
H -1.05654 -0.72801 -5.20140 0.013 -0.094 -0.096 0.44
H 2.03792 0.18249 -2.16458 -0.021 -0.068 -0.050 0.44
H 2.49913 -1.41596 -2.78240 -0.070 0.127 0.073 0.38
H 0.90257 -2.53322 -1.31057 0.002 0.114 0.039 0.40
H 0.21072 -0.97417 -0.78975 0.093 -0.099 -0.013 0.45
H -0.07145 -2.66017 0.82413 -0.083 0.004 -0.118 0.48
H -0.71421 -3.38533 5.10792 0.013 -0.034 -0.031 0.35
H -1.75156 -4.60097 4.32230 0.079 0.019 0.049 0.25
```
Forces are in eV/Å.

- E_HOMO (eV) = -8.4733
- structure (SMILES) = COc1cccc(OCCOc2cccc(/C=N/n3cnnc3)c2)c1
- orbital gap (eV) = 8.131

***

C18H18N8OTi as an isolated structure. Source: OMol25; level of theory: ωB97M-V/def2-TZVPD.

```
46
Properties=species:S:1:pos:R:3:forces:R:3:mulliken_charge:R:1
Ti 0.98406 -0.37917 -0.41216 -0.427 -0.616 0.517 0.57
N -0.05188 -0.65251 3.76057 0.022 -0.067 -0.027 0.10
C 0.45921 -1.07143 2.64167 0.043 -0.282 0.156 -0.32
N 0.65575 -0.25683 1.58480 -0.130 0.537 -0.185 -0.07
C 0.43219 1.13700 1.77830 0.430 0.028 -0.103 0.80
N 0.98815 1.98853 0.93641 -0.377 0.582 0.302 -1.25
N 1.71393 1.37409 0.00194 0.398 -0.701 -0.248 0.72
C 2.58881 1.86172 -0.82251 0.017 0.091 0.178 -0.08
C 3.18703 0.85539 -1.68375 0.322 -0.036 -0.217 0.76
C 4.22294 1.09278 -2.56011 -0.177 0.155 0.215 -0.84
C 4.79756 0.00962 -3.24121 -0.024 -0.320 -0.044 -0.17
C 4.33092 -1.27288 -2.99910 0.138 0.213 -0.074 -0.81
C 3.27779 -1.45193 -2.11135 -0.100 -0.058 0.020 0.17
N 2.68891 -0.41775 -1.48356 0.465 0.102 -0.189 -0.20
C -0.30930 1.58147 2.90988 -0.106 -0.225 0.260 0.42
C -0.76676 2.89846 3.05715 0.107 -0.046 -0.038 -0.46
C -1.40628 3.26551 4.22267 -0.015 0.043 0.024 -0.80
C -1.56935 2.34646 5.26491 0.047 0.038 -0.121 -0.49
C -1.12963 1.03565 5.13844 0.012 -0.156 0.132 -0.89
C -0.51614 0.65238 3.96030 -0.095 0.621 -0.214 0.49
H -0.14741 -1.30519 4.53648 0.042 -0.110 -0.043 0.31
H 0.74085 -2.11419 2.56841 -0.011 -0.032 0.006 0.46
H 2.87668 2.91127 -0.83107 -0.054 0.025 0.058 0.54
H 4.60489 2.09654 -2.70577 -0.047 0.022 0.022 0.47
H 5.61105 0.17039 -3.93927 0.012 0.040 0.018 0.50
H 4.77737 -2.12908 -3.48825 -0.035 -0.039 0.033 0.45
H 2.90296 -2.44752 -1.89901 -0.038 -0.007 -0.026 0.48
H -0.60375 3.60754 2.25672 -0.029 0.033 0.033 0.53
H -1.77479 4.27624 4.33894 0.028 0.002 0.015 0.47
H -2.04022 2.66441 6.18628 -0.028 -0.039 0.003 0.46
H -1.26641 0.33852 5.95758 0.018 -0.027 -0.035 0.43
C -4.22034 -1.79476 -3.00419 -0.387 -0.175 -0.121 -1.01
N -2.96434 -1.40024 -2.35934 0.272 -0.030 0.112 0.03
C -2.41632 -0.06000 -2.43964 -0.006 0.385 -0.158 -0.23
C -1.15263 -0.25991 -1.68730 -0.644 -0.708 -0.171 0.80
O -0.21215 0.59657 -1.41617 -0.320 0.487 -0.263 -0.38
N -1.00758 -1.48528 -1.24875 0.627 0.381 0.116 -0.43
C -2.14846 -2.18569 -1.67667 -0.295 0.010 -0.120 0.27
N -2.35377 -3.45005 -1.41200 0.000 -0.059 -0.032 -0.29
H -4.51613 -1.01667 -3.70323 0.051 0.019 0.005 0.39
H -5.01994 -1.92276 -2.27352 0.087 0.041 0.072 0.37
H -4.08910 -2.71810 -3.56970 0.102 0.031 0.001 0.43
H -3.05879 0.70303 -1.98354 0.009 -0.068 0.096 0.40
H -2.24020 0.26664 -3.47213 0.070 -0.081 0.003 0.41
H -1.66815 -4.02042 -0.94185 0.033 0.026 0.022 0.23
H -3.19124 -3.91787 -1.73626 -0.008 -0.028 0.012 0.26
```
Forces are in eV/Å.

- E_HOMO (eV) = -20.4501
- total charge = +4
- orbital gap (eV) = 5.265

***

C18H19BF5FeN6Se4SiTe as an isolated structure. Source: OMol25; level of theory: ωB97M-V/def2-TZVPD.

```
56
Properties=species:S:1:pos:R:3:forces:R:3:lowdin_spin:R:1
Fe 0.62483 0.01398 -0.43363 -0.584 0.303 0.300 3.72
C 4.59561 -1.70111 -0.55965 0.035 0.003 -0.018 0.00
C 3.25271 -1.63991 -0.94542 0.081 0.030 -0.011 0.01
N 2.65625 -0.61061 -0.35792 0.017 0.041 -0.099 0.03
N 3.58413 0.01297 0.40253 -0.092 -0.070 0.208 0.00
C 4.75646 -0.63209 0.29732 -0.032 0.007 -0.043 0.01
B 3.23374 1.17551 1.35808 0.004 0.109 -0.277 0.00
N 2.81096 2.43580 0.56170 -0.165 -0.030 0.252 0.00
C 3.32132 3.68120 0.61394 -0.028 -0.091 -0.012 0.00
C 2.44723 4.52721 -0.03474 -0.007 0.051 -0.025 0.00
C 1.39933 3.68657 -0.44918 0.089 0.014 -0.045 0.00
N 1.62905 2.43720 -0.08294 0.192 -0.258 -0.117 0.03
N 2.06843 0.75573 2.27843 0.098 0.043 0.126 0.00
C 2.01376 0.82361 3.61910 -0.031 0.020 0.002 0.00
C 0.76803 0.38671 4.02484 0.050 0.003 0.024 0.00
C 0.11411 0.05431 2.83093 -0.006 -0.016 -0.022 0.00
N 0.90381 0.28638 1.79420 0.008 -0.014 -0.255 0.03
H 5.33741 -2.40952 -0.88429 -0.004 -0.003 0.014 0.00
H 2.70494 -2.27789 -1.62069 -0.021 0.035 -0.012 0.00
H 5.61753 -0.27511 0.83745 0.004 -0.009 0.013 0.00
H 4.20141 1.44343 2.02739 0.023 -0.023 0.004 0.00
H 4.26017 3.87001 1.10819 -0.001 -0.003 0.015 0.00
H 2.55220 5.58757 -0.19236 -0.007 -0.009 0.003 0.00
H 0.50263 3.93321 -0.99515 -0.002 -0.017 -0.020 0.00
H 2.86289 1.17534 4.18143 0.009 -0.001 0.001 0.00
H 0.39418 0.30417 5.03100 0.000 -0.001 -0.002 0.00
H -0.86459 -0.36613 2.66315 0.022 0.021 -0.026 0.00
Se 0.24485 -3.73528 -2.68686 0.064 0.315 -0.041 0.34
Se 2.15646 -1.08987 -4.49361 0.032 0.081 -0.061 0.06
Te 1.78553 -4.65762 -4.29431 -0.062 0.114 0.060 0.57
Se 0.43489 -1.20181 -3.05083 0.073 -0.537 -0.035 0.07
C -3.54852 -2.82250 2.13331 0.082 0.021 -0.077 0.00
Si -2.91245 -2.81673 0.34505 -0.058 0.244 -0.120 0.01
C -3.13322 -4.58077 -0.29961 0.097 0.066 0.030 0.00
C -4.10451 -1.72323 -0.63532 0.120 -0.057 0.028 0.00
Se -0.78747 -2.18322 0.23062 0.007 -0.361 0.142 0.05
H -4.57158 -3.20850 2.19536 -0.002 -0.005 -0.006 0.00
H -3.53658 -1.80765 2.53849 -0.002 0.005 -0.014 0.00
H -2.90058 -3.43903 2.76047 -0.011 -0.014 0.001 0.00
H -4.17723 -4.90471 -0.23767 -0.012 0.010 0.011 0.00
H -2.51574 -5.27256 0.27838 -0.011 -0.005 -0.002 0.00
H -2.80606 -4.64346 -1.33977 -0.006 0.007 -0.001 0.00
H -5.12840 -2.10825 -0.58450 -0.009 0.007 0.009 0.00
H -3.80014 -1.68257 -1.68372 0.005 0.001 0.001 0.00
H -4.09324 -0.70312 -0.24569 -0.016 -0.016 0.004 0.00
F -2.31815 0.89029 0.79139 -0.101 0.093 -0.001 0.00
C -2.14351 1.51019 -0.40192 0.274 -0.127 -0.029 0.01
C -0.97967 1.31027 -1.11958 -0.010 0.044 0.066 0.03
C -0.90222 2.03979 -2.29059 0.025 -0.155 0.137 0.01
F 0.21126 1.96494 -3.05262 -0.028 0.069 -0.067 0.00
C -1.89971 2.88432 -2.74767 0.027 0.031 -0.060 0.00
F -1.77837 3.57448 -3.90018 0.006 0.006 -0.002 0.00
C -3.04763 3.03314 -1.99496 -0.043 0.023 -0.032 0.00
F -4.03353 3.85196 -2.41369 -0.010 0.004 0.005 0.00
C -3.17264 2.34123 -0.80729 -0.088 -0.001 0.083 0.00
F -4.29038 2.50169 -0.06636 0.007 0.003 -0.009 0.00
```
Forces are in eV/Å.

- E_HOMO (alpha / beta) (eV) = -1.2430 / -1.3274
- <S²> = 8.770
- multiplicity = 6
- total charge = -2
- orbital gap (alpha / beta) (eV) = 5.259 / 4.982

***

C18H19Br2F24NO4P as an isolated structure in a non-equilibrium geometry. Source: OMol25; level of theory: ωB97M-V/def2-TZVPD.

```
69
Properties=species:S:1:pos:R:3:forces:R:3:mulliken_charge:R:1
C -5.49729 0.52823 -6.06359 -0.050 -0.177 0.078 -0.71
N -4.50948 1.13966 -6.93251 0.098 0.058 -0.117 -0.35
C -3.61273 0.19878 -7.62632 -0.425 0.330 0.164 -0.15
C -2.37006 0.91497 -8.09356 0.487 -1.062 -0.096 -0.35
Br -1.63734 -0.00044 -9.71605 -0.216 0.196 0.010 -0.35
P -0.98381 1.16529 -7.13569 0.030 0.234 0.034 -0.02
O -1.24470 0.43590 -5.61575 -0.142 -0.267 0.093 -0.35
Br -1.50598 3.25498 -6.09201 -0.101 0.431 0.065 -0.45
H -6.52671 0.78110 -6.35475 0.130 -0.017 -0.026 0.27
H -5.37309 0.83642 -5.01997 -0.013 0.000 -0.008 0.12
H -5.41920 -0.56963 -6.08781 0.016 0.155 0.014 0.31
H -3.95292 1.82828 -6.44279 -0.048 -0.037 -0.022 0.27
H -4.14021 -0.21718 -8.49325 0.060 0.064 0.098 0.33
H -3.39291 -0.65503 -6.94879 0.106 0.090 -0.144 0.24
H -0.49314 -0.14216 -5.45025 0.066 -0.002 -0.027 0.24
C -2.75267 0.50923 -2.39306 -0.021 -0.147 -0.285 -0.63
C -3.06825 1.99061 -2.16095 0.025 0.093 -0.103 0.92
C -1.95255 2.97483 -2.51654 -0.193 -0.430 0.064 0.61
F -0.90270 2.78262 -1.67744 0.074 0.076 0.030 -0.22
F -2.40591 4.23367 -2.33991 0.067 0.070 -0.034 -0.27
F -3.51296 2.20222 -0.90031 -0.019 -0.041 0.051 -0.30
F -4.08969 2.28474 -3.01830 -0.050 -0.001 0.065 -0.29
O -2.37266 -0.21863 -1.22886 -0.130 0.281 0.320 -0.42
C -1.09157 -0.37803 -0.83995 0.131 -0.197 0.127 0.88
C -0.86465 0.14012 0.59414 -0.079 -0.053 -0.148 0.12
F -1.10297 1.45901 0.67829 -0.001 -0.002 0.021 -0.29
F 0.43689 -0.07250 0.93067 -0.078 -0.015 0.024 -0.18
F -0.19613 0.13949 -1.68641 0.008 0.025 -0.072 -0.31
F -0.83915 -1.72563 -0.75978 0.018 0.021 -0.108 -0.32
H -3.69897 0.06584 -2.69705 0.060 -0.070 -0.017 0.30
H -2.04146 0.39362 -3.21345 -0.013 0.052 0.028 0.39
H -1.65108 2.79987 -3.55029 0.131 0.287 -0.083 -0.31
H -1.50831 -0.40011 1.28977 -0.008 0.013 0.019 0.24
C 0.46300 2.78673 5.79345 -0.126 0.269 0.003 -0.73
C 0.74104 1.62559 6.75393 0.103 -0.049 0.192 0.89
C 2.11307 1.58939 7.44358 -0.133 0.049 -0.117 0.06
F 3.09238 1.43099 6.53150 0.059 -0.024 0.024 -0.20
F 2.14600 0.53979 8.29193 0.038 -0.034 0.021 -0.27
F 0.49625 0.44048 6.16955 -0.052 0.007 -0.019 -0.24
F -0.14820 1.78679 7.78746 -0.006 -0.035 -0.051 -0.34
O 0.61792 2.50136 4.42104 0.018 -0.445 0.058 -0.31
C 1.78694 2.71012 3.75110 0.017 0.109 -0.236 0.66
C 2.28880 1.41805 3.08385 -0.085 0.181 0.120 0.94
F 2.52597 0.48248 4.03574 0.002 -0.027 -0.004 -0.27
F 3.45544 1.68236 2.45719 0.001 -0.053 -0.025 -0.30
F 2.73862 3.25179 4.53482 0.025 0.014 0.054 -0.30
F 1.54636 3.58276 2.74690 0.031 0.073 0.098 -0.29
H -0.59956 2.99163 5.92138 0.045 0.062 -0.067 0.40
H 1.02297 3.67167 6.10009 0.024 -0.054 -0.024 0.31
H 2.28366 2.50912 8.00837 0.023 0.009 0.000 0.27
H 1.55103 1.04609 2.37507 0.061 -0.003 -0.015 -0.28
C 3.12190 -2.47838 2.64390 0.062 0.277 0.023 -0.35
C 3.33470 -3.79107 3.40322 0.167 -0.133 0.092 0.83
C 4.57464 -4.62373 3.04666 -0.126 0.127 -0.020 0.08
F 4.49969 -5.05611 1.77268 0.042 -0.056 -0.010 -0.23
F 4.62499 -5.70259 3.85914 0.018 -0.047 0.003 -0.27
F 2.23904 -4.56913 3.34997 -0.047 0.038 0.020 -0.28
F 3.53998 -3.42945 4.71112 -0.053 -0.016 -0.033 -0.34
O 2.20190 -2.53051 1.57326 -0.138 -0.366 0.117 -0.29
C 2.57983 -2.79255 0.29037 -0.176 0.026 -0.271 0.77
C 1.82209 -4.00675 -0.28078 0.060 0.170 0.101 0.40
F 2.08932 -5.10490 0.45619 -0.024 -0.029 0.009 -0.26
F 2.24763 -4.22801 -1.54306 -0.011 -0.015 -0.005 -0.28
F 3.90967 -2.95296 0.16557 0.069 0.022 0.024 -0.32
F 2.22021 -1.74297 -0.48213 0.211 0.059 0.041 -0.30
H 2.66954 -1.81212 3.37646 0.010 0.036 -0.081 0.02
H 4.08133 -2.05245 2.34514 -0.027 -0.056 -0.016 0.43
H 5.48490 -4.03480 3.18196 0.018 -0.003 -0.019 0.29
H 0.75045 -3.80403 -0.28054 -0.021 -0.038 -0.004 0.13
```
Forces are in eV/Å.

- E_HOMO (eV) = -3.8125
- total charge = -1
- orbital gap (eV) = 5.513

***

C18H19Cl3GeN3ORh as an isolated structure. Source: OMol25; level of theory: ωB97M-V/def2-TZVPD.

```
46
Properties=species:S:1:pos:R:3:forces:R:3:lowdin_spin:R:1
Rh 0.12380 -0.21562 -0.23651 -0.169 0.035 0.186 0.85
C 2.86637 -0.80014 2.99665 -0.001 0.002 0.000 0.00
C 2.09547 -1.48923 3.91803 0.001 -0.002 0.001 0.00
C 0.79141 -1.82479 3.58849 0.000 -0.001 -0.001 0.00
C 0.27545 -1.43571 2.36543 -0.001 0.005 0.006 0.00
N 1.01440 -0.70572 1.50047 -0.001 -0.016 -0.006 -0.01
C 2.28834 -0.42944 1.79906 -0.001 0.003 0.003 0.00
C -1.05469 -1.83526 1.86782 -0.014 0.013 0.011 0.01
C -1.98879 -2.52309 2.62176 0.000 0.001 0.000 0.00
C -3.19306 -2.89168 2.04187 0.000 0.000 -0.002 0.01
C -3.43394 -2.56211 0.71778 0.001 0.000 0.003 0.00
C -2.46437 -1.86284 0.02777 0.006 -0.018 -0.018 0.01
N -1.30036 -1.50659 0.58086 0.005 0.031 -0.011 0.04
H 3.89887 -0.55101 3.19427 0.000 0.000 0.000 0.00
H 2.50911 -1.78527 4.87255 0.000 0.001 0.000 0.00
H 0.19230 -2.40216 4.27643 -0.001 0.000 0.000 0.00
H 2.86137 0.09145 1.04397 0.000 0.006 -0.003 0.00
H -1.78921 -2.76876 3.65403 0.000 0.001 0.000 0.00
H -3.93311 -3.42913 2.61933 -0.001 0.000 0.000 0.00
H -4.35618 -2.83370 0.22474 0.000 -0.001 0.000 0.00
H -2.62807 -1.57822 -1.00260 0.002 0.002 0.001 0.00
O -0.68009 0.03942 -2.17449 0.007 0.078 0.047 0.01
C -0.91493 1.36503 -2.75344 -0.032 0.005 0.012 0.00
C -2.18579 1.97720 -2.20748 0.013 0.004 0.014 0.00
C -2.25180 1.94694 -0.67307 0.011 0.011 -0.014 0.00
C -1.05490 2.60758 -0.05256 -0.016 -0.021 0.044 0.00
C -1.09024 3.96391 0.23839 -0.002 -0.002 0.006 0.00
C 0.02037 4.59802 0.76390 0.002 -0.001 -0.002 0.00
C 1.16389 3.84804 0.99194 -0.003 0.000 0.002 0.00
C 1.13766 2.50528 0.69175 0.008 0.011 -0.023 0.01
N 0.06171 1.88120 0.17756 0.026 0.005 -0.034 0.05
H -1.41598 -0.53231 -2.42340 0.045 -0.057 -0.066 0.00
H -0.94181 1.24782 -3.83505 -0.015 0.008 0.000 0.00
H -0.03175 1.94212 -2.48956 0.010 -0.010 -0.010 0.00
H -3.06258 1.47273 -2.62100 0.006 -0.016 0.008 0.00
H -2.23159 3.00916 -2.56347 -0.016 -0.004 -0.009 0.00
H -2.33567 0.92211 -0.30897 -0.016 0.005 0.003 0.00
H -3.15242 2.46540 -0.34732 0.007 0.014 -0.004 0.00
H -2.00357 4.51317 0.05332 0.000 0.000 0.000 0.00
H -0.00573 5.65476 0.99375 -0.001 -0.001 0.002 0.00
H 2.06188 4.28898 1.39979 0.001 0.000 -0.001 0.00
H 2.01452 1.90330 0.86474 0.008 -0.007 -0.004 0.00
Cl 7.91102 -4.59222 -5.97973 -0.005 0.002 0.006 0.00
Ge 6.03969 -4.07609 -6.60844 0.007 -0.011 -0.019 0.00
Cl 4.68879 -3.31505 -5.25035 0.132 -0.079 -0.134 0.00
Cl 5.48421 -4.29750 -8.55901 -0.006 0.002 0.006 0.00
```
Forces are in eV/Å.

- E_HOMO (alpha / beta) (eV) = -17.1056 / -17.1000
- <S²> = 0.753
- multiplicity = 2
- total charge = +3
- orbital gap (alpha / beta) (eV) = 7.858 / 7.852

***

Energy above the lowest of the compared OMol25 structures with the same formula, charge and spin, record by record: 80.4 5.7 0.0 0.0 43.5 kcal/mol